No. 1
A 2-piece molecular cluster, C6H11BrO2Se overall at a distorted geometry, computed with ωB97M-V/def2-TZVPD.

Computed properties:
net charge = 0
HOMO (alpha / beta) = -0.299 / -0.288 hartree

Cartesian coordinates (Å):
C  0.13457  -0.13904  -0.37827
C  2.55521  -2.42464  -1.63641
C  -0.94002  2.08150  1.73012
C  1.24278  -2.12222  -0.92782
C  -3.98448  2.45982  0.23792
C  -0.16693  1.16296  -1.03203
O  -0.09677  -0.44344  0.78352
O  0.73013  -0.87473  -1.35013
Se  -1.32062  2.39685  -0.26428
Br  -4.43536  4.27771  0.31191
H  2.38857  -2.50370  -2.80757
H  3.11674  -1.43502  -1.63115
H  2.98337  -3.20086  -1.17940
H  -1.32924  1.17632  2.20855
H  0.10353  2.06594  1.85752
H  -1.46476  2.94439  2.14338
H  1.42531  -2.09892  0.19029
H  0.39734  -2.85005  -0.99049
H  -4.15943  1.92058  1.08660
H  -4.58546  1.96234  -0.62067
H  -0.06321  1.10499  -2.04687

=====

No. 2
A 2-piece molecular cluster, C6H11Cl overall at a distorted geometry, computed with ωB97M-V/def2-TZVPD.

Computed properties:
net charge = 0
HOMO = -0.293 hartree
ΔE to the lowest compared entry with this formula, charge and spin = 94.7 kcal per mole

Cartesian coordinates (Å):
C  -1.94624  0.04565  -0.98459
C  -0.98186  -0.75306  -0.49155
C  -1.01783  -2.17778  0.12788
C  1.55653  1.12011  -1.25935
C  1.01622  0.70976  1.18821
C  1.26066  0.15210  -0.15366
Cl  2.24910  -1.23803  -0.18956
H  -1.82374  1.08471  -1.06980
H  -3.01496  -0.22580  -0.98072
H  -0.04332  -2.66403  -0.04650
H  -1.07665  -1.95913  1.09943
H  -1.95188  -2.59815  -0.12991
H  2.60409  1.52648  -1.01158
H  1.65899  0.66951  -2.24013
H  1.02215  2.13309  -1.32552
H  0.06502  1.37562  1.03481
H  1.81845  1.26248  1.66440
H  0.69526  -0.01390  2.03301

=====

No. 3
A 2-piece molecular cluster, C6H11ClN4O2 overall at a distorted geometry, computed with ωB97M-V/def2-TZVPD.

Computed properties:
net charge = 0
HOMO = -0.263 hartree
ΔE to the lowest compared entry with this formula, charge and spin = 17.1 kcal per mole

Cartesian coordinates (Å):
C  -0.51292  3.57189  0.73753
C  -1.48484  2.41199  0.37081
N  -1.31052  1.32483  1.35528
N  -0.79260  0.15376  0.81072
C  -1.27151  -1.07583  0.81285
N  -0.42063  -1.90019  0.19090
C  0.63262  -1.13580  -0.17979
C  1.88409  -1.59712  -0.88408
O  1.72324  -2.94415  -1.23229
N  1.55112  -3.05068  -2.64341
O  2.56300  -3.22239  -3.19564
C  0.44722  0.17340  0.17093
H  0.48382  3.38501  0.31005
H  -0.42006  3.57718  1.83145
H  -0.88390  4.54377  0.38517
H  -1.34964  2.09246  -0.66988
H  -2.51048  2.80724  0.44921
H  -2.13924  1.15481  1.90955
H  -2.21146  -1.40459  1.24276
H  -0.45974  -2.94590  0.03355
H  2.04513  -0.97227  -1.78299
H  2.74997  -1.38084  -0.23817
H  1.12410  0.99299  -0.02134
Cl  0.56322  -4.55957  0.23684

=====

No. 4
C6H11F as an isolated structure at a distorted geometry, computed with ωB97M-V/def2-TZVPD.

Computed properties:
net charge = 0
HOMO = -0.371 hartree
ΔE to the lowest compared entry with this formula, charge and spin = 42.6 kcal per mole

Cartesian coordinates (Å):
C  -2.07786  1.37199  0.22671
C  -0.89582  0.80939  0.54062
C  2.16773  0.76747  -0.64378
C  -0.98941  -1.67645  0.25861
C  1.28096  -0.43039  -0.07282
C  -0.23011  -0.36939  -0.09371
F  -0.55966  -0.28200  -1.73578
H  -2.39472  2.23534  0.77065
H  -2.72937  1.08968  -0.62965
H  -0.40938  1.03501  1.53344
H  2.67139  0.51707  -1.51808
H  2.88371  0.91043  0.27320
H  1.59945  1.72606  -0.85356
H  -0.49571  -2.62013  0.25050
H  -1.93491  -1.82504  -0.18781
H  -1.25300  -1.56712  1.32998
H  1.44519  -0.44115  1.00895
H  1.92153  -1.25075  -0.45747

=====

No. 5
C6H11F3N3 as an isolated structure at a distorted geometry, computed with ωB97M-V/def2-TZVPD.

Computed properties:
net charge = +1
HOMO = -0.451 hartree
ΔE to the lowest compared entry with this formula, charge and spin = 113.3 kcal per mole

Cartesian coordinates (Å):
C  0.37860  -0.61356  -0.31752
C  1.57045  -0.11076  -0.23999
C  -0.07101  -2.07302  -0.42582
C  -2.77254  1.56919  0.22680
C  -0.81279  0.24698  -0.77940
C  2.14332  1.22726  -0.08550
N  2.41810  -2.04186  0.97466
N  3.00458  -1.15891  0.45818
N  -1.53987  0.74407  0.48717
F  3.42442  1.18908  -0.52747
F  1.48570  2.19321  -0.76112
F  2.18118  1.63454  1.21751
H  -0.03264  -2.35718  -1.43903
H  0.50958  -2.64290  0.19672
H  -1.18035  -2.06023  -0.09923
H  -2.56337  2.11530  -0.69472
H  -3.55004  0.77888  0.19721
H  -2.96377  2.24916  1.02437
H  -1.57645  -0.24519  -1.35803
H  -0.39482  1.01203  -1.34747
H  2.86937  -2.82724  1.42359
H  -0.83069  1.29197  0.99882
H  -1.69697  -0.12079  0.87025

=====

No. 6
A 2-piece molecular cluster, C6H11F3NO3S overall at a distorted geometry, computed with ωB97M-V/def2-TZVPD.

Computed properties:
net charge = +1
HOMO (alpha / beta) = -0.538 / -0.465 hartree
ΔE to the lowest compared entry with this formula, charge and spin = 5.3 kcal per mole

Cartesian coordinates (Å):
C  -0.35644  -1.32774  -0.80545
C  -1.01940  -0.04388  -1.33766
C  0.03710  -0.89180  0.50420
C  -0.06202  0.94246  -0.95767
C  -0.72506  1.25165  1.34723
C  4.53222  0.86841  -0.29186
N  0.27650  0.57322  0.55993
O  4.13964  -1.84600  -0.54462
O  5.56540  -1.26079  1.40669
O  1.45037  0.99736  0.76478
F  5.53261  1.54022  -0.93613
F  4.28277  1.39212  0.83776
F  3.52866  0.78854  -1.06477
S  5.23168  -1.09560  0.04349
H  -0.95713  -2.26593  -0.73218
H  0.59170  -1.58069  -1.42983
H  -1.14794  -0.07308  -2.44397
H  -1.95552  0.16469  -0.80527
H  -0.63052  -1.44950  1.20294
H  1.01676  -1.33248  0.89480
H  0.95555  0.83503  -1.43436
H  -0.22092  2.01025  -1.24708
H  -0.66347  2.41225  1.27949
H  -1.77385  0.85318  1.09079
H  -0.42768  0.98716  2.37938

=====

No. 7
A 2-piece molecular cluster, C6H11FN overall at a distorted geometry, computed with ωB97M-V/def2-TZVPD.

Computed properties:
net charge = +1
HOMO = -0.506 hartree
ΔE to the lowest compared entry with this formula, charge and spin = 84.5 kcal per mole

Cartesian coordinates (Å):
C  1.16683  1.48925  1.17734
C  1.12101  -1.71758  -0.71462
C  1.45570  -1.60443  0.82163
C  1.18807  -0.50999  0.15533
C  0.60712  1.36735  -1.17032
C  -3.03933  -0.40668  0.21829
N  0.98979  0.78513  0.11589
F  -1.74247  0.21500  0.40397
H  1.14669  2.57370  1.38077
H  1.49701  1.09181  2.18175
H  1.82855  -1.96889  -1.49776
H  0.24380  -2.24234  -0.90710
H  -3.50763  -0.58980  1.22404
H  1.85669  -2.17661  1.58936
H  1.50070  1.59406  -1.60504
H  0.01001  2.17506  -1.11606
H  0.19585  0.63460  -1.70096
H  -3.51920  0.48605  -0.13944
H  -2.99920  -1.19569  -0.41709

=====

No. 8
A 2-piece molecular cluster, C6H11FSi overall at a distorted geometry, computed with ωB97M-V/def2-TZVPD.

Computed properties:
net charge = 0
HOMO (alpha / beta) = -0.310 / -0.321 hartree
ΔE to the lowest compared entry with this formula, charge and spin = 73.1 kcal per mole

Cartesian coordinates (Å):
C  3.19207  0.12823  -1.28785
C  2.66863  -0.03166  -0.18361
C  -0.74991  -0.54570  -1.72146
C  -2.05514  -0.64644  1.49875
C  1.89744  -0.35013  0.87979
C  0.00894  1.51019  0.49103
F  -2.63573  1.12454  -0.63887
Si  -1.37410  0.30178  -0.07815
H  3.54006  0.47600  -2.21578
H  -0.09049  0.13895  -2.15910
H  -0.32699  -1.49747  -1.62936
H  -1.65182  -0.75953  -2.31224
H  -3.08363  -0.49675  1.89155
H  -2.27748  -1.73072  1.36341
H  -1.39349  -0.54832  2.36961
H  1.53575  -1.29495  0.92787
H  1.89913  0.22361  1.75252
H  0.19834  2.13730  1.34907
H  0.69842  1.86106  -0.29719

=====

No. 9
An isolated ion of composition C6H11IN and charge +1 at a distorted geometry, computed with ωB97M-V/def2-TZVPD.

Computed properties:
net charge = +1
HOMO = -0.507 hartree
SMILES = I[C@@]12CCCC[C@@H]1[NH2+]2
ΔE to the lowest compared entry with this formula, charge and spin = 32.1 kcal per mole

Cartesian coordinates (Å):
C  1.30762  0.41333  0.86087
C  0.82875  1.19942  -0.36536
C  0.87235  -1.12036  0.77390
C  -0.67453  1.35254  -0.16541
C  -0.54273  -1.22961  0.19063
C  -1.29259  0.00123  -0.26722
N  -0.81371  -1.06750  -1.28356
I  -3.40616  0.06850  0.03905
H  2.42515  0.23020  1.03456
H  1.07397  0.70057  1.86079
H  1.23226  2.13058  -0.30034
H  1.00970  0.79224  -1.25929
H  1.69379  -1.50594  0.12362
H  0.74906  -1.42658  1.80417
H  -0.76333  1.88666  0.74221
H  -1.08561  1.95019  -0.99219
H  -1.00382  -1.97713  0.70783
H  -0.06704  -0.75331  -1.88288
H  -1.54311  -1.64504  -1.62138

=====

No. 10
A 2-piece molecular cluster, C6H11IN4O3 overall, computed with ωB97M-V/def2-TZVPD.

Computed properties:
net charge = 0
HOMO = -0.267 hartree

Cartesian coordinates (Å):
C  2.96765  -0.84447  -0.94356
C  3.28062  0.36056  -0.06280
C  2.04465  1.21011  0.36237
I  2.27910  3.23224  -0.37998
C  0.74671  0.65648  -0.11352
N  0.21903  -0.43303  0.41114
C  -0.91834  -0.64684  -0.27797
N  -1.74421  -1.65674  -0.06051
N  -1.08091  0.31829  -1.19765
N  -0.01151  1.14990  -1.09060
H  3.90072  -1.28274  -1.29310
H  2.37933  -0.59206  -1.82670
H  2.44649  -1.62196  -0.38990
H  3.96702  1.00086  -0.60520
H  3.74817  -0.00023  0.85029
H  1.98863  1.33267  1.43778
H  -1.85821  -1.96337  0.90411
H  -2.27190  -2.13126  -0.76956
H  -1.83931  0.43935  -1.84924
H  0.17286  1.99068  -1.62017
C  -4.30346  -0.14268  2.09768
O  -3.59334  -1.17353  2.25578
O  -4.01700  0.51817  0.84440
O  -5.15525  0.37230  2.79593
H  -3.34753  -0.09270  0.52099

=====

No. 11
C6H11IOSi as an isolated structure at a distorted geometry, computed with ωB97M-V/def2-TZVPD.

Computed properties:
net charge = 0
spin multiplicity = 3
HOMO (alpha / beta) = -0.259 / -0.329 hartree

Cartesian coordinates (Å):
C  -2.93588  0.78012  -0.37886
C  -3.33886  -0.52372  -0.26364
C  -0.86213  0.23886  0.66315
C  1.86285  1.49522  0.39580
C  0.84534  -0.51481  -1.63491
C  1.48401  -1.51238  1.23367
O  -1.55304  0.99831  -0.13185
Si  0.91299  -0.10889  0.19193
I  -5.40082  -0.63464  -0.33871
H  -3.29843  1.71164  -0.83725
H  -1.47238  -0.31674  1.41989
H  2.53612  1.63296  1.26017
H  2.56814  1.56263  -0.45736
H  0.90018  2.16646  0.31964
H  0.10839  -1.16760  -1.83039
H  0.79743  0.55284  -2.05867
H  1.73516  -0.88725  -2.01413
H  2.09336  -2.24385  0.67705
H  2.28572  -1.22968  1.89670
H  0.73188  -1.99947  1.88777

=====

No. 12
C6H11LuNO2PS as an isolated structure at a distorted geometry, computed with ωB97M-V/def2-TZVPD.

Computed properties:
net charge = +2
HOMO = -0.547 hartree

Cartesian coordinates (Å):
C  -1.02662  -0.19550  2.48198
C  -1.59237  0.30498  1.53959
C  -2.17263  0.69436  0.26054
C  -1.16283  1.51715  -0.56889
C  0.24720  1.37593  -0.01435
C  0.70922  -0.03219  0.27236
S  2.37654  -0.12238  0.82291
P  0.57751  -1.37928  -1.00341
N  1.65398  -0.99911  -2.02931
O  -0.89667  -1.48487  -1.55538
O  0.93968  -2.70433  -0.21606
H  -0.52621  -0.62418  3.32131
H  -2.49514  -0.20423  -0.25990
H  -3.08068  1.28221  0.41059
H  -1.38951  2.58175  -0.51408
H  -1.23250  1.25711  -1.62444
H  0.99107  1.90699  -0.61058
H  0.25427  1.86314  0.96811
H  2.59994  1.07429  1.40900
H  1.29315  -0.85187  -2.97067
H  -1.52297  -1.95929  -0.98616
H  0.29380  -2.92935  0.47609
Lu  5.16177  -0.37134  0.39072